The following is a DFT calculation (ωB97M-V/def2-TZVPD) of C3H3NO2 as an isolated structure in a non-equilibrium geometry.

DFT total energy: -321.2974 Ha
HOMO level: -10.3866 eV

Structure (XYZ):
```
9
Properties=species:S:1:pos:R:3:mulliken_charge:R:1
O 1.764 -0.906 0.996 -0.5291
O -0.523 -0.768 1.091 -0.3028
N -0.984 0.824 -0.585 -0.3757
C 0.718 -0.427 0.666 0.5340
C 0.474 0.665 -0.374 -0.1975
C -1.322 -0.237 -0.003 -0.0107
H 0.941 1.557 -0.015 0.2765
H 0.829 0.336 -1.361 0.2360
H -1.898 -1.045 -0.415 0.3693
```